Record 1
Formula: C3H7O2Sc
Source: the Open Molecules 2025 dataset
Level of theory: wB97M-V/def2-TZVPD

XYZ file:
```
13
Properties=species:S:1:pos:R:3:mulliken_spin:R:1
C 0.403 -1.823 0.012 0.141
C -0.653 -0.743 0.020 -0.026
O 0.061 0.538 0.084 0.005
C -0.714 1.712 0.008 0.003
Sc 1.991 -0.318 0.072 -0.120
H 0.321 -2.483 0.887 0.002
H 0.353 -2.439 -0.896 0.000
H -1.312 -0.756 0.903 0.002
H -1.279 -0.712 -0.887 0.000
H -0.010 2.531 -0.279 0.000
H -1.521 1.608 -0.733 0.000
O 3.506 0.949 -0.186 0.993
H -1.147 1.935 0.995 0.000
```

Results
- E_tot (Ha) = -1029.34461
- energy relative to the best compared isomer or geometry (same formula, charge and spin) (kcal per mole) = 0.00
- ⟨S²⟩ = 0.769
- spin multiplicity = 2
- gap between HOMO and LUMO (alpha / beta) (hartree) = 0.31244 / 0.26659
- total charge = +1
- E_HOMO (alpha / beta) (eV) = -14.2 / -14.0

***

Record 2
Formula: C20H21F2N3S
Source: the Open Molecules 2025 dataset
Level of theory: wB97M-V/def2-TZVPD

XYZ file:
```
47
Properties=species:S:1:pos:R:3:mulliken_charge:R:1
F 4.944 6.390 -0.164 -0.308
F 4.407 1.945 1.278 -0.301
N 0.560 1.678 -0.638 -1.085
S -0.847 -4.053 -1.293 0.026
C -0.218 0.771 -0.075 -0.071
C 1.568 0.912 1.236 -0.538
C 0.434 0.174 1.079 0.302
C -2.892 -0.994 -2.208 -0.881
C -4.027 -0.481 -1.581 -0.479
C 2.882 5.308 -0.566 -0.501
C 4.643 4.102 0.555 -0.446
C -1.629 -0.535 -1.768 -0.618
C 2.077 4.170 -0.537 -0.419
C -3.954 0.417 -0.529 -0.918
C 4.186 5.266 -0.056 0.213
C 3.825 2.979 0.648 0.444
C -1.517 0.329 -0.615 0.666
C 2.529 2.970 0.102 0.169
C -2.698 0.820 -0.037 1.154
N 1.635 1.838 0.191 0.671
N 0.207 -2.210 1.193 -0.248
C -0.046 -5.365 -2.332 -0.915
C -2.694 1.700 1.165 -1.309
C 0.013 -0.978 1.940 -0.789
C -0.408 -4.482 0.454 -0.756
C -0.635 -3.388 1.516 -0.670
H 2.335 0.722 1.995 0.412
H -2.965 -1.687 -2.998 0.515
H -5.018 -0.838 -1.881 0.336
H 2.536 6.233 -0.984 0.424
H 5.654 4.027 0.934 0.434
H -0.749 -0.895 -2.271 0.549
H 1.049 4.235 -0.961 0.368
H -4.860 0.847 -0.130 0.350
H 0.193 -2.067 0.169 0.226
H 1.039 -5.418 -2.211 0.285
H -0.199 -5.127 -3.390 0.328
H -0.496 -6.361 -2.079 0.280
H -2.038 2.570 1.013 0.279
H -2.282 1.172 2.029 0.218
H -3.708 2.050 1.430 0.404
H -1.069 -0.802 2.205 0.281
H 0.650 -0.988 2.842 0.386
H 0.646 -4.750 0.486 0.360
H -1.010 -5.355 0.733 0.467
H -1.667 -3.066 1.596 0.379
H -0.389 -3.786 2.516 0.321
```

Results
- E_tot (Ha) = -1536.86273
- energy relative to the best compared isomer or geometry (same formula, charge and spin) (kcal per mole) = 20.82
- SMILES = CSCCNCc1cn(-c2ccc(F)cc2F)nc1-c1ccccc1C
- gap between HOMO and LUMO (hartree) = 0.33974
- E_HOMO (eV) = -8.5

***

Record 3
Formula: C3H5NO2
Source: the Open Molecules 2025 dataset
Level of theory: wB97M-V/def2-TZVPD

XYZ file:
```
11
Properties=species:S:1:pos:R:3:mulliken_charge:R:1
N -0.131 0.843 1.320 -0.643
C -0.178 0.515 -0.780 -0.173
C 1.082 -0.254 -0.635 -0.225
O 0.389 -1.192 0.226 -0.413
C -0.889 -0.602 -0.200 0.526
O -2.010 -0.980 -0.044 -0.557
H 0.054 -0.026 1.886 0.313
H -1.129 0.947 1.472 0.285
H -0.493 1.174 -1.615 0.311
H 1.408 -0.843 -1.494 0.288
H 1.905 0.339 -0.226 0.288
```

Results
- E_tot (Ha) = -322.38703
- energy relative to the best compared isomer or geometry (same formula, charge and spin) (kcal per mole) = 117.53
- gap between HOMO and LUMO (alpha / beta) (hartree) = 0.32353 / 0.32367
- E_HOMO (alpha / beta) (eV) = -9.7 / -9.7

***

Record 4
Formula: C13H13BO
Source: the Open Molecules 2025 dataset
Level of theory: wB97M-V/def2-TZVPD

XYZ file:
```
28
Properties=species:S:1:pos:R:3:mulliken_charge:R:1
B 1.668 -0.143 1.801 0.198
C 0.715 2.215 -1.661 -0.365
C -2.422 -0.460 -0.898 -0.425
C 0.135 2.357 -0.422 -0.416
C 1.817 1.387 -1.790 -0.633
C -2.445 -0.547 0.485 -0.640
C -1.371 -0.943 -1.633 -0.327
C 0.535 1.759 0.762 -0.245
C 2.133 0.591 -0.727 -0.481
C -1.342 -1.235 1.028 -0.146
C -0.352 -1.678 -1.145 -0.613
C 1.608 0.839 0.588 0.572
C -0.325 -1.913 0.244 1.019
C 0.720 -2.570 0.872 -1.633
O 1.671 -0.151 3.038 -0.375
H 0.463 2.753 -2.549 0.412
H -3.023 0.172 -1.484 0.383
H -0.850 2.870 -0.401 0.298
H 2.070 1.047 -2.778 0.322
H -3.201 -0.125 1.155 0.402
H -1.280 -0.555 -2.695 0.284
H -0.073 1.845 1.674 0.304
H 2.960 -0.104 -0.679 0.351
H -1.198 -1.281 2.149 0.265
H 0.216 -2.351 -1.774 0.365
H 0.663 -2.831 1.884 0.430
H 1.510 -2.963 0.292 0.345
H 1.665 0.631 3.666 0.350
```

Results
- E_tot (Ha) = -603.14139
- gap between HOMO and LUMO (alpha / beta) (hartree) = 0.21848 / 0.22884
- E_HOMO (alpha / beta) (eV) = -6.1 / -6.4

***

Record 5
Formula: C4H14N2O2
Source: the Open Molecules 2025 dataset
Level of theory: wB97M-V/def2-TZVPD

XYZ file:
```
22
Properties=species:S:1:pos:R:3:mulliken_charge:R:1
N 0.107 -0.320 1.061 -0.582
C 0.012 -0.542 -0.378 0.306
C 1.360 -1.074 -0.896 -0.969
O 1.971 -2.016 0.012 -0.574
C -0.246 0.836 -1.070 -0.742
N -1.495 0.790 -1.837 -0.358
C -1.459 1.426 -3.139 -0.945
H 1.043 -0.331 1.443 0.231
H -0.396 -0.991 1.627 0.219
H -0.803 -1.202 -0.645 0.342
H 1.315 -1.574 -1.842 0.439
H 2.081 -0.268 -0.888 0.382
H 1.733 -2.923 -0.190 0.310
H 0.588 1.123 -1.706 0.463
H -0.335 1.574 -0.274 0.324
H -2.282 1.063 -1.287 0.231
H -0.788 0.847 -3.777 0.290
H -1.139 2.476 -3.154 0.309
H -2.446 1.375 -3.595 0.327
H -0.886 0.356 5.634 0.317
H 0.166 0.452 4.535 0.321
O -0.168 0.905 5.310 -0.640
```

Results
- E_tot (Ha) = -420.74914
- energy relative to the best compared isomer or geometry (same formula, charge and spin) (kcal per mole) = 35.11
- SMILES = CNC[C@H](N)CO.O
- gap between HOMO and LUMO (hartree) = 0.33909
- E_HOMO (eV) = -8.5

***

Record 6
Formula: C20H39N3PS2
Source: the Open Molecules 2025 dataset
Level of theory: wB97M-V/def2-TZVPD

XYZ file:
```
65
Properties=species:S:1:pos:R:3:mulliken_charge:R:1
C -2.868 3.827 0.928 -1.097
C -1.834 2.972 1.659 -0.689
C -1.833 1.490 1.286 -0.160
C -1.584 1.223 -0.196 -1.407
N -1.855 -0.180 -0.602 0.995
C -0.668 -0.879 -1.147 -1.145
C 0.536 -0.793 -0.202 -0.153
C 1.668 0.162 -0.633 -0.484
C 2.825 -0.497 -1.370 -1.417
P 3.518 0.580 -2.828 -0.271
C -3.087 -0.419 -1.127 0.211
S -4.447 0.388 -0.655 -0.308
S -3.347 -1.785 -2.238 -0.180
C -2.196 -1.539 -3.624 -0.761
C -2.000 -0.091 -4.071 0.171
C -0.749 0.047 -4.943 -1.119
H -3.884 3.540 1.206 0.258
H -2.738 4.879 1.193 0.387
H -2.780 3.760 -0.156 0.286
H -0.835 3.398 1.518 0.340
H -2.039 3.042 2.731 0.377
H -1.037 0.993 1.852 0.050
H -2.776 1.031 1.586 0.348
H -0.535 1.414 -0.408 0.237
H -2.175 1.883 -0.830 0.477
H -0.381 -0.490 -2.127 -0.148
H -0.969 -1.919 -1.274 0.829
H 0.968 -1.797 -0.173 0.688
H 0.189 -0.584 0.816 -0.378
H 1.244 0.920 -1.310 0.168
H 2.015 0.716 0.243 0.367
H 2.539 -1.474 -1.784 0.492
H 3.674 -0.655 -0.695 0.310
H 4.848 -0.040 -2.650 -0.006
H 3.166 -0.470 -3.846 -0.066
H 2.154 1.194 -3.004 -0.168
H 3.847 1.635 -1.810 -0.077
H 4.029 1.436 -3.903 0.069
H -1.235 -2.021 -3.441 0.459
H -2.686 -2.111 -4.416 0.455
H -1.916 0.558 -3.196 -0.125
H -2.885 0.231 -4.625 0.458
H 0.156 0.171 -4.344 0.220
H -0.825 0.913 -5.602 0.361
H -0.611 -0.836 -5.572 0.264
N -1.724 -2.360 1.891 0.196
C -0.660 -2.903 2.550 -0.367
C -1.142 -3.838 3.430 -0.698
C -2.557 -3.857 3.290 -0.608
C -2.882 -2.932 2.331 -0.480
H -1.671 -1.642 1.184 0.232
H 0.346 -2.586 2.334 0.339
H -0.547 -4.443 4.094 0.412
H -3.255 -4.477 3.828 0.402
H -3.834 -2.635 1.924 0.405
N 3.082 0.334 4.515 -0.014
C 3.047 -0.022 3.193 -0.436
C 3.970 0.736 2.527 0.005
C 4.590 1.585 3.484 -0.832
C 4.021 1.314 4.701 -0.437
H 2.504 -0.059 5.233 0.187
H 2.371 -0.781 2.836 0.331
H 4.174 0.689 1.469 0.467
H 5.360 2.314 3.296 0.394
H 4.201 1.733 5.676 0.383
```

Results
- E_tot (Ha) = -2087.32929
- gap between HOMO and LUMO (hartree) = 0.21196
- total charge = -1
- E_HOMO (eV) = -3.4

***

Record 7
Formula: C4H10O2
Source: the Open Molecules 2025 dataset
Level of theory: wB97M-V/def2-TZVPD

XYZ file:
```
16
Properties=species:S:1:pos:R:3:mulliken_charge:R:1
O -1.032 -0.155 0.889 -0.358
C 0.000 0.000 0.000 -0.461
C -0.658 0.367 2.154 -0.295
C 1.294 -0.155 0.846 -0.498
C 0.818 0.541 2.123 -0.493
H -0.047 -0.851 -0.706 0.321
H -0.032 0.933 -0.595 0.274
H -1.094 1.383 2.096 0.115
H -1.157 -0.167 2.985 0.308
H 1.541 -1.199 1.119 0.251
H 2.170 0.271 0.320 0.303
H 1.123 1.605 2.155 0.282
H 1.348 0.014 2.940 0.257
O -3.649 2.174 -0.139 -0.633
H -2.871 2.080 -0.735 0.314
H -3.287 2.583 0.679 0.314
```

Results
- E_tot (Ha) = -308.84665
- energy relative to the best compared isomer or geometry (same formula, charge and spin) (kcal per mole) = 32.32
- SMILES = C1CCOC1.O
- gap between HOMO and LUMO (hartree) = 0.38402
- E_HOMO (eV) = -9.7